# 1
54
Properties=species:S:1:pos:R:3 method="wB97M-V/def2-TZVPD" e_homo_ev="-14.5 / -14.5" total_energy_ha=-6590.534982 total_charge=+2 e_above_lowest_ev=0.0000 e_lumo_ev="-8.476 / -8.475" multiplicity=1 homo_lumo_gap_ev="6.050 / 6.051"
Co 0.61 0.85 -0.50
Br -6.18 2.91 0.01
C -4.38 2.48 0.31
C -3.44 2.70 -0.69
C -2.12 2.38 -0.47
C -1.73 1.85 0.76
C -2.67 1.62 1.76
C -4.00 1.95 1.54
N -0.37 1.51 0.95
C 0.27 1.67 2.05
C 1.66 1.24 2.01
C 2.60 1.35 3.01
C 3.91 0.97 2.73
C 4.23 0.51 1.47
C 3.24 0.42 0.50
N 1.99 0.76 0.78
H -3.75 3.12 -1.64
H -1.39 2.58 -1.25
H -2.39 1.17 2.70
H -4.74 1.78 2.31
H -0.18 2.13 2.92
H 2.31 1.74 3.98
H 4.67 1.04 3.50
H 5.24 0.22 1.22
H 3.45 0.09 -0.51
C 0.96 -1.94 0.39
N 0.02 -1.04 -0.40
C -1.36 -1.22 0.23
N -1.77 -2.59 0.22
C -0.81 -3.39 0.99
N 0.52 -3.31 0.39
C 0.46 -3.79 -0.99
N -0.49 -3.00 -1.78
C -0.07 -1.64 -1.81
C -1.81 -3.09 -1.15
H 1.01 -1.56 1.41
H 1.95 -1.88 -0.08
H -2.05 -0.62 -0.35
H -1.30 -0.85 1.25
H -1.13 -4.43 1.00
H -0.77 -3.03 2.02
H 0.14 -4.84 -0.99
H 1.45 -3.74 -1.44
H -0.77 -1.03 -2.37
H 0.92 -1.55 -2.26
H -2.14 -4.13 -1.15
H -2.53 -2.50 -1.73
Cl 2.55 4.22 -3.25
C 2.12 2.54 -3.47
Cl 1.22 2.28 -4.94
Cl 3.57 1.50 -3.40
C 1.31 2.04 -2.28
O 1.34 2.55 -1.13
O 0.62 0.96 -2.40



# 2
9
Properties=species:S:1:pos:R:3 method="wB97M-V/def2-TZVPD" smiles="[H]/N=C(O)/C=N/[H]" e_homo_ev=-10.1 total_energy_ha=-263.315363 total_charge=0 e_above_lowest_ev=1.3036 e_lumo_ev=0.609 multiplicity=1 homo_lumo_gap_ev=10.669
H -0.55 1.65 -1.52
N -0.62 0.73 -1.07
C -0.01 0.54 0.02
O 0.80 1.30 0.80
C -0.20 -0.93 0.30
N 0.76 -1.73 0.39
H 0.49 -2.70 0.38
H 0.63 2.24 0.59
H -1.29 -1.10 0.10



# 3
37
Properties=species:S:1:pos:R:3 method="wB97M-V/def2-TZVPD" smiles=Cc1nc2c(cc1-n1c3ccc(F)cc3c3[nH]ncc31)ncn2C e_homo_ev=-8.1 total_energy_ha=-1084.014248 total_charge=0 e_above_lowest_ev=0.0000 e_lumo_ev=0.528 multiplicity=1 homo_lumo_gap_ev=8.588
C -1.90 0.64 0.41
C -0.73 -0.32 0.61
N -1.04 -1.53 1.10
C 0.00 -2.31 1.35
C 1.34 -2.05 1.18
C 1.68 -0.86 0.59
C 0.62 0.02 0.31
N 0.96 1.27 -0.20
C 1.50 2.34 0.57
C 2.09 2.43 1.81
C 2.55 3.68 2.30
C 2.53 4.83 1.50
F 3.00 6.02 1.99
C 1.96 4.76 0.25
C 1.41 3.53 -0.20
C 0.76 3.14 -1.44
N 0.30 3.62 -2.65
N -0.26 2.59 -3.37
C -0.02 1.47 -2.67
C 0.55 1.83 -1.41
N 2.13 -3.13 1.65
C 1.25 -4.06 1.98
N -0.03 -3.60 1.80
C -1.27 -4.28 2.20
H -2.85 0.15 0.57
H -1.87 1.48 1.10
H -1.93 1.06 -0.59
H 2.69 -0.63 0.33
H 2.20 1.51 2.40
H 2.93 3.73 3.30
H 1.98 5.64 -0.40
H 0.39 4.58 -3.02
H -0.30 0.46 -3.02
H 1.55 -5.04 2.35
H -1.08 -5.32 1.91
H -2.17 -3.87 1.70
H -1.34 -4.21 3.30



# 4
62
Properties=species:S:1:pos:R:3 method="wB97M-V/def2-TZVPD" smiles="Cc1cccc(C)c1NC(=O)COC(=O)CCc1ccc(S(=O)(=O)N2CCCCC2)cc1" e_homo_ev=-8.6 total_energy_ha=-1816.490153 total_charge=0 e_above_lowest_ev=0.3104 e_lumo_ev=0.382 multiplicity=1 homo_lumo_gap_ev=8.937
C -0.68 -0.98 1.18
C -1.60 -2.12 1.53
C -1.10 -3.40 1.70
C -1.95 -4.44 2.05
C -3.30 -4.20 2.22
C -3.84 -2.93 2.04
C -5.31 -2.70 2.18
C -2.97 -1.89 1.70
N -3.45 -0.57 1.49
C -4.13 0.17 2.38
O -4.45 -0.19 3.49
C -4.51 1.56 1.84
O -3.41 2.47 1.80
C -2.62 2.47 0.73
O -2.74 1.70 -0.19
C -1.60 3.58 0.83
C -0.71 3.69 -0.41
C 0.15 2.47 -0.59
C -0.05 1.61 -1.66
C 0.71 0.46 -1.78
C 1.68 0.18 -0.83
S 2.58 -1.37 -0.92
O 2.93 -1.74 0.43
O 1.81 -2.29 -1.71
N 4.00 -1.11 -1.73
C 3.93 -0.92 -3.16
C 3.88 0.55 -3.55
C 5.06 1.29 -2.93
C 5.03 1.11 -1.41
C 5.05 -0.38 -1.06
C 1.90 1.03 0.23
C 1.14 2.18 0.34
H -0.96 -0.54 0.23
H -0.73 -0.20 1.94
H 0.34 -1.34 1.11
H -0.05 -3.58 1.57
H -1.56 -5.43 2.19
H -3.96 -5.01 2.48
H -5.69 -2.10 1.35
H -5.84 -3.65 2.20
H -5.51 -2.16 3.10
H -3.13 -0.12 0.64
H -4.94 1.47 0.84
H -5.23 2.01 2.53
H -2.14 4.51 1.01
H -1.00 3.38 1.72
H -0.08 4.58 -0.31
H -1.35 3.82 -1.29
H -0.82 1.82 -2.38
H 0.55 -0.25 -2.58
H 3.04 -1.46 -3.50
H 4.81 -1.39 -3.60
H 2.94 1.00 -3.20
H 3.91 0.64 -4.64
H 5.02 2.35 -3.18
H 5.99 0.88 -3.32
H 4.13 1.58 -1.01
H 5.90 1.60 -0.95
H 4.91 -0.55 0.01
H 6.01 -0.81 -1.37
H 2.64 0.77 0.97
H 1.32 2.86 1.17



# 5
11
Properties=species:S:1:pos:R:3 method="wB97M-V/def2-TZVPD" smiles="O=C1O/C1=C/C(=S)N[S-]" e_homo_ev=-3.2 total_energy_ha=-1155.194725 total_charge=-1 e_above_lowest_ev=2.2949 e_lumo_ev=3.485 multiplicity=1 homo_lumo_gap_ev=6.727
O -2.44 -2.07 -1.28
C -2.08 -1.29 -0.51
O -2.51 -0.71 0.61
C -1.24 -0.38 0.10
C -0.10 0.09 0.54
C 1.06 0.14 -0.28
S 1.51 -1.18 -1.15
N 1.85 1.13 -0.02
S 1.21 2.39 0.87
H -0.01 0.62 1.42
H 2.75 1.26 -0.32



# 6
13
Properties=species:S:1:pos:R:3 method="wB97M-V/def2-TZVPD" smiles=C[C@@H](N)C[S-] e_homo_ev=-2.4 total_energy_ha=-572.064724 total_charge=-1 e_above_lowest_ev=0.3683 e_lumo_ev=4.251 multiplicity=1 homo_lumo_gap_ev=6.650
C 0.18 0.37 1.29
C -0.50 0.09 -0.03
N -0.30 1.23 -0.95
C -0.08 -1.24 -0.63
S 1.68 -1.29 -1.07
H 1.00 -0.36 1.42
H 0.68 1.34 1.42
H -0.51 0.31 2.13
H -1.56 0.16 0.24
H 0.09 0.93 -1.84
H 0.44 1.82 -0.61
H -0.76 -1.40 -1.48
H -0.36 -1.96 0.12



# 7
15
Properties=species:S:1:pos:R:3 method="wB97M-V/def2-TZVPD" smiles="C[C@@]1(C(N)=O)CN1" e_homo_ev=-9.6 total_energy_ha=-341.943798 total_charge=0 e_above_lowest_ev=1.6285 e_lumo_ev=0.984 multiplicity=1 homo_lumo_gap_ev=10.568
C -1.05 -1.07 0.60
C -0.20 -0.02 -0.06
C 1.24 -0.49 -0.36
N 2.09 0.21 0.42
O 1.48 -1.35 -1.17
C -0.73 0.91 -1.06
N -0.49 1.39 0.30
H -2.11 -0.82 0.51
H -0.85 -2.03 0.12
H -0.82 -1.17 1.68
H 1.50 0.79 1.00
H 3.10 0.15 0.43
H -0.03 1.33 -1.79
H -1.73 0.72 -1.41
H -1.39 1.44 0.79



# 8
186
Properties=species:S:1:pos:R:3 method="wB97M-V/def2-TZVPD" e_homo_ev=-9.4 total_energy_ha=-3030.642798 total_charge=0 e_above_lowest_ev=0.0000 e_lumo_ev=0.327 multiplicity=1 homo_lumo_gap_ev=9.765
C 0.00 0.17 0.76
C 0.71 -0.94 0.08
O 2.08 -0.79 0.45
H 0.22 0.10 1.82
H -1.06 0.19 0.52
H 0.30 1.13 0.34
H 0.55 -0.72 -0.98
H 0.25 -1.88 0.39
H 2.42 0.10 0.32
C 1.94 1.36 5.03
C 1.29 2.72 4.97
O 1.84 3.40 3.91
H 2.95 1.58 5.38
H 1.89 0.85 4.07
H 1.43 0.85 5.86
H 1.41 3.16 5.96
H 0.23 2.72 4.75
H 1.12 3.95 3.58
C -0.91 -5.86 -1.84
C -1.04 -6.92 -2.97
C -2.25 -7.87 -3.01
O -0.87 -6.32 -4.27
H -0.03 -5.22 -1.82
H -0.80 -6.35 -0.87
H -1.87 -5.33 -1.76
H -0.08 -7.44 -2.95
H -2.29 -8.37 -2.04
H -2.17 -8.69 -3.73
H -3.13 -7.24 -3.06
H -0.59 -5.41 -4.14
C 2.48 2.25 -2.25
C 3.00 2.78 -1.02
C 2.17 3.95 -0.49
O 2.84 1.85 0.09
H 1.44 1.96 -2.10
H 2.97 1.32 -2.53
H 2.65 3.01 -3.02
H 4.07 3.02 -1.07
H 2.34 4.93 -0.93
H 2.49 4.18 0.53
H 1.09 3.81 -0.53
H 3.23 2.26 0.86
C -4.61 3.14 0.40
C -4.67 2.45 1.78
C -3.32 2.07 2.29
O -5.02 3.42 2.65
H -4.41 2.41 -0.38
H -3.91 3.97 0.28
H -5.57 3.57 0.10
H -5.37 1.62 1.84
H -3.05 1.12 1.84
H -3.35 1.86 3.36
H -2.60 2.87 2.12
H -5.20 4.20 2.12
C -2.46 -7.09 4.90
C -1.35 -7.00 3.81
C -1.36 -8.26 2.91
O -1.42 -5.80 2.98
H -2.77 -6.07 5.11
H -2.06 -7.55 5.81
H -3.32 -7.69 4.60
H -0.39 -6.84 4.30
H -0.54 -8.30 2.20
H -2.19 -8.19 2.21
H -1.38 -9.12 3.58
H -1.32 -4.94 3.39
C 4.83 -2.49 -2.98
C 6.09 -2.93 -2.18
C 6.45 -1.81 -1.21
O 5.83 -4.12 -1.40
H 4.02 -2.13 -2.35
H 4.39 -3.34 -3.50
H 5.18 -1.76 -3.71
H 6.96 -3.06 -2.82
H 5.76 -1.67 -0.38
H 6.68 -0.87 -1.70
H 7.45 -2.01 -0.83
H 5.75 -3.86 -0.48
C 5.26 2.95 4.22
C 5.03 3.29 2.78
C 6.11 2.63 1.89
O 3.85 2.86 2.31
H 5.12 1.89 4.44
H 4.59 3.42 4.93
H 6.28 3.22 4.48
H 4.99 4.37 2.71
H 6.31 1.62 2.24
H 7.10 3.07 2.00
H 5.88 2.52 0.83
H 3.18 3.22 2.90
C -1.50 5.61 0.92
C -0.48 5.85 2.05
C -0.70 7.05 3.01
O -0.56 4.68 2.86
H -1.49 4.59 0.56
H -1.28 6.35 0.15
H -2.53 5.64 1.28
H 0.53 5.96 1.64
H 0.14 7.22 3.68
H -1.62 6.94 3.59
H -0.72 7.95 2.38
H -1.41 4.76 3.31
C 2.53 -4.63 0.71
C 3.71 -4.09 1.53
C 4.96 -5.03 1.65
O 4.15 -2.94 0.80
H 2.24 -5.54 1.24
H 2.73 -4.76 -0.36
H 1.75 -3.88 0.89
H 3.42 -3.74 2.52
H 5.40 -5.23 0.67
H 4.62 -6.01 1.99
H 5.65 -4.68 2.43
H 3.46 -2.28 0.70
C -6.63 -2.85 3.56
C -6.14 -1.56 2.99
C -4.90 -1.88 2.15
O -7.16 -0.99 2.22
H -5.74 -3.41 3.84
H -7.34 -3.45 2.99
H -7.17 -2.49 4.44
H -5.74 -0.80 3.66
H -4.40 -0.94 1.91
H -5.14 -2.45 1.25
H -4.07 -2.32 2.69
H -8.07 -1.22 2.43
C 0.73 -1.89 -3.31
C 1.64 -2.25 -4.44
C 2.12 -3.75 -4.50
O 0.99 -1.94 -5.65
H -0.16 -2.52 -3.25
H 0.35 -0.88 -3.48
H 1.29 -1.96 -2.37
H 2.55 -1.65 -4.40
H 2.79 -3.94 -5.33
H 1.27 -4.32 -4.85
H 2.48 -4.22 -3.58
H 0.16 -2.40 -5.77
C -4.08 0.21 -4.38
C -3.85 1.44 -3.55
C -2.56 1.35 -2.73
O -3.76 2.61 -4.36
H -3.37 0.05 -5.20
H -5.06 0.32 -4.84
H -4.15 -0.67 -3.74
H -4.69 1.52 -2.86
H -2.57 2.22 -2.07
H -1.59 1.26 -3.22
H -2.59 0.52 -2.03
H -4.54 2.72 -4.90
C -0.08 7.21 -2.21
C -1.13 6.55 -3.10
C -2.27 5.82 -2.37
O -1.84 7.61 -3.73
H -0.36 8.08 -1.63
H 0.71 7.57 -2.87
H 0.32 6.45 -1.54
H -0.67 5.85 -3.80
H -2.68 6.54 -1.66
H -1.93 4.99 -1.75
H -3.08 5.45 -3.00
H -1.35 8.02 -4.44
C 0.00 3.22 -5.39
C -1.16 3.92 -6.15
C -0.85 4.60 -7.54
O -1.96 2.79 -6.39
H -0.33 2.66 -4.51
H 0.80 3.85 -5.01
H 0.51 2.45 -5.97
H -1.74 4.58 -5.50
H -1.82 4.55 -8.04
H -0.16 4.04 -8.18
H -0.40 5.57 -7.34
H -2.40 2.57 -5.57
C -1.17 -1.06 4.52
C -0.75 -2.33 3.69
C 0.73 -2.67 3.79
O -1.49 -3.43 4.26
H -2.13 -0.66 4.22
H -0.47 -0.26 4.27
H -1.05 -1.14 5.60
H -1.11 -2.30 2.66
H 1.37 -1.90 3.37
H 0.83 -3.56 3.16
H 1.11 -2.80 4.80
H -1.63 -3.24 5.19